ORCA calculation (ωB97M-V/def2-TZVPD) on a single C3H7NO molecule.

The geometry in XYZ format:
```
12
Properties=species:S:1:pos:R:3:mulliken_charge:R:1
H 2.67 -0.74 0.32 0.226
C -0.52 -0.19 0.01 0.612
H -1.03 1.52 0.98 0.244
H -1.41 -1.95 -0.64 0.269
C -1.55 -0.90 -0.48 -0.970
H -2.56 -0.50 -0.54 0.270
H -1.31 1.14 -0.74 0.320
H 1.88 0.62 1.15 0.268
N -0.64 1.21 0.08 -0.563
C 1.85 -0.02 0.26 -0.634
H 1.98 0.60 -0.63 0.311
O 0.66 -0.79 0.23 -0.354
```

Its relative energy (zero: lowest compared OMol25 entry of this formula, charge and spin) is 233.1 kJ/mol. As for the net charge: 0. The value obtained for the HOMO energy is -8.53 eV. For the LUMO energy, the calculation gives 0.98 eV.

***

ORCA calculation (ωB97M-V/def2-TZVPD) on C22H25ClN6O3PtS2 as an isolated structure.

The geometry in XYZ format:
```
60
Properties=species:S:1:pos:R:3:mulliken_charge:R:1
O -0.73 -0.59 5.20 -0.659
H -4.48 3.51 3.37 0.387
H -7.18 -3.85 -0.65 0.210
H 1.55 -0.47 -1.92 0.247
H 0.37 0.87 -2.18 0.323
Cl 2.47 1.64 -1.50 -0.190
H -6.06 -1.89 -1.47 0.304
H -2.10 3.10 3.65 0.179
C 0.07 -2.44 0.09 0.673
C 0.71 -4.56 0.56 -0.088
N -0.06 -3.74 -0.13 -0.278
H -5.73 2.57 1.40 0.409
C -2.54 -1.05 2.19 0.778
H -3.79 -1.85 0.66 0.337
C 1.17 0.48 -1.54 -0.520
C -3.49 -0.97 4.40 -0.457
H -1.95 2.42 1.15 0.416
H 2.26 -4.78 2.05 0.397
H -3.67 3.83 1.84 0.375
H -5.72 -2.18 2.17 0.449
N -1.91 1.83 1.97 0.324
H 0.58 -5.61 0.36 0.446
S -1.24 -1.82 -2.06 1.430
C -2.70 2.37 3.08 -0.164
C -3.96 3.04 2.53 -0.831
C -4.68 -1.47 3.90 -0.711
C 1.71 -2.73 1.67 -0.203
C -4.02 -4.59 -1.19 -0.852
H -4.07 -5.64 -0.95 0.327
C -3.95 -1.89 -1.79 -0.670
C -5.21 -3.84 -1.16 1.026
C 1.64 -4.11 1.49 -0.922
N -0.67 -1.52 -0.53 -0.703
C -2.42 -0.74 3.54 -0.786
N -0.38 0.62 3.35 0.313
O -0.32 -2.66 -2.77 -0.715
H -6.38 -5.34 -0.44 0.201
H -3.37 -0.75 5.45 0.511
H -2.99 1.56 3.74 0.152
C -3.72 -1.58 1.71 -0.099
C -0.65 1.31 2.16 -0.996
C -5.15 -2.48 -1.48 -0.431
H -1.90 -4.55 -1.53 0.578
O -1.49 -0.51 -2.60 -0.761
Pt 0.21 0.23 0.33 0.907
H -5.51 -1.63 4.57 0.386
C -2.79 -2.64 -1.79 -0.539
N 0.94 -1.91 0.99 -0.500
H -3.87 -0.84 -2.04 0.487
C -1.14 -0.24 4.11 0.353
H -4.36 1.51 1.07 0.210
C -2.82 -3.99 -1.50 -0.309
H -5.26 1.32 2.56 0.170
S 0.73 2.16 1.46 -0.364
H 2.41 -2.29 2.37 0.467
N -6.41 -4.44 -0.88 -0.540
C -4.89 2.05 1.85 -0.845
H -1.71 -0.91 1.51 0.488
H 0.56 0.75 3.71 0.323
C -4.79 -1.78 2.56 -0.451
```

Its spin multiplicity is 3. As for the net charge: 0. The value obtained for the HOMO energy (alpha / beta) is -7.26 / -8.37 eV. For the LUMO energy (alpha / beta), the calculation gives 0.13 / -1.64 eV.